Density functional theory data (ωB97M-V/def2-TZVPD) for a molecular structure, Ag2Cl.

The geometry in ORCA input format:
```
! wB97M-V def2-TZVPD RIJCOSX def2/J DEFGRID3
* xyz 1 1
Ag -3.1271 -1.0761 1.9847
Ag 2.7577 0.1438 -2.7652
Cl 0.3694 0.9323 0.7804
*
```

Energy relative to the best compared isomer or geometry (same formula, charge and spin) in eV: 3.6045
E_LUMO in Ha: -0.234

Density functional theory data (ωB97M-V/def2-TZVPD) for a molecular structure, AgClCu.

The geometry in ORCA input format:
```
! wB97M-V def2-TZVPD RIJCOSX def2/J DEFGRID3
* xyz 2 2
Ag -0.7062 -0.7471 -1.8379
Cu -0.0250 -0.0426 2.0417
Cl 0.7312 0.7897 -0.2039
*
```

Energy relative to the best compared isomer or geometry (same formula, charge and spin) in eV: 0.3619
E_LUMO (alpha / beta) in Ha: -0.425 / -0.563

Density functional theory data (ωB97M-V/def2-TZVPD) for a molecular structure, AgH14O7.

The geometry in ORCA input format:
```
! wB97M-V def2-TZVPD RIJCOSX def2/J DEFGRID3
* xyz 1 1
Ag -4.8262 -6.3490 13.5541
O -5.0762 -7.0158 11.4060
H -4.3592 -6.4762 11.0938
H -5.8254 -6.5311 11.2026
O -6.7538 -8.2736 13.7654
H -7.1785 -7.6360 13.1970
H -7.2137 -9.1335 13.7541
O -4.7213 -3.9974 12.7375
H -5.1067 -3.1608 13.0012
H -5.2124 -4.2559 11.9863
O -4.1991 -5.7878 15.8621
H -5.0398 -6.1757 16.0486
H -4.0016 -5.1430 16.5131
O -2.4223 -5.8992 13.3821
H -2.0204 -5.1487 13.8732
H -2.0218 -6.7390 13.6008
O -4.0259 -8.4624 14.3344
H -4.0945 -8.5303 15.2741
H -4.8136 -8.8881 14.0164
O -6.8147 -5.4176 14.2041
H -7.1976 -4.7532 13.6404
H -7.5522 -5.9086 14.4974
*
```

Energy relative to the best compared isomer or geometry (same formula, charge and spin) in eV: 0.6848
E_LUMO in Ha: -0.133

Density functional theory data (ωB97M-V/def2-TZVPD) for a molecular structure, AgIN5O15.

The geometry in ORCA input format:
```
! wB97M-V def2-TZVPD RIJCOSX def2/J DEFGRID3
* xyz -4 2
Ag 10.4170 7.7513 8.0370
I 7.0943 8.8879 8.1886
N 4.6516 8.9068 6.6888
O 6.0771 9.2684 6.5668
O 4.6175 7.8887 7.4553
O 3.7158 9.4371 5.9584
N 6.0536 3.8833 10.1573
O 5.1602 4.2061 9.1326
O 5.6787 3.2248 11.1926
O 7.0562 4.3744 9.8274
N 8.9668 6.1774 6.2932
O 8.4931 5.6683 5.3192
O 10.2294 6.6267 6.2389
O 8.2920 6.4091 7.3747
N 12.9155 8.3268 6.3771
O 12.9160 7.7366 7.5322
O 13.6844 8.2193 5.5940
O 11.9476 8.9858 6.2613
N 9.9376 9.4494 10.3923
O 10.8029 9.2873 9.3598
O 9.4467 8.4746 10.8916
O 9.5593 10.6183 10.6217
*
```

E_LUMO (alpha / beta) in Ha: 0.338 / 0.338

Density functional theory data (ωB97M-V/def2-TZVPD) for a molecular structure, AlBH20O8.

The geometry in ORCA input format:
```
! wB97M-V def2-TZVPD RIJCOSX def2/J DEFGRID3
* xyz 2 1
Al 2.0017 -0.3703 -1.2366
B 0.1408 -0.1030 0.1491
H -0.0600 0.4624 -0.7477
H 1.0091 0.3172 0.6326
H -0.7145 -0.0737 0.8063
H 0.3613 -1.1199 -0.1365
O 0.0101 -0.6618 -2.4292
H -0.7032 -0.7777 -1.8014
H -0.4192 -0.6715 -3.2847
O 0.2022 1.7639 1.3697
H -0.7046 2.0600 1.2897
H 0.2607 1.0090 0.7840
O -1.1464 -1.9192 1.0460
H -0.9508 -1.0258 0.7635
H -0.7264 -2.4756 0.3901
O -0.1162 -0.3277 2.9589
H -0.3187 -0.9629 2.2720
H 0.2460 0.4246 2.4908
O 1.6294 1.7019 -0.3634
H 0.7980 1.8589 0.0842
H 1.9905 2.5757 -0.5124
O 1.9444 -1.8796 0.4816
H 2.5593 -2.6131 0.4719
H 1.4822 -1.9649 1.3155
O -0.9903 2.0462 -1.8940
H -1.2281 2.7219 -1.2591
H -1.2515 1.2242 -1.4788
O -1.6835 -0.3557 -1.0986
H -2.4719 -0.7476 -0.7230
H -1.1502 -0.1160 -0.3407
*
```

Energy relative to the best compared isomer or geometry (same formula, charge and spin) in eV: 8.1154
E_LUMO in Ha: -0.530

Density functional theory data (ωB97M-V/def2-TZVPD) for a molecular structure, AlF4N2O8S4.

The geometry in ORCA input format:
```
! wB97M-V def2-TZVPD RIJCOSX def2/J DEFGRID3
* xyz 1 1
Al 1.1964 1.1323 -0.7421
N 0.2581 1.1810 0.6337
S -1.1356 0.6525 0.8077
O -2.2876 1.5310 0.7566
O -1.1745 -0.4960 1.6780
F -1.2091 -0.0180 -0.6622
S 0.1552 1.9428 2.1884
O 0.6372 1.1457 3.2632
O -0.7991 3.0206 2.4576
F 1.4799 2.7922 1.9387
N 0.5009 -0.3907 -1.1249
S 0.4324 -1.9200 -0.2814
O 1.6202 -2.5746 0.2258
O -0.7532 -2.7992 -0.4831
F -0.0356 -1.1888 1.0872
S 0.2547 -1.0759 -2.4999
O -1.1498 -1.0860 -2.9340
O 1.2052 -2.0386 -3.0733
F 0.8043 0.1897 -3.2360
*
```

Energy relative to the best compared isomer or geometry (same formula, charge and spin) in eV: 9.9217
E_LUMO in Ha: -0.366